DFT (ωB97M-V with the def2-TZVPD basis set) results for a structure of composition C18H54BGaO11PS6 in a non-equilibrium geometry.

Positions of all 92 atoms, in Å:
C 1.01641 2.72147 1.50247
C 1.68214 1.41040 1.05767
O 1.81276 1.32467 -0.33129
Ga 3.49524 1.84743 -1.04438
C 4.08293 3.54281 -0.03585
C 4.85536 0.33926 -0.55243
P 6.41884 0.91759 -0.04758
O 7.53039 -0.04033 -0.19366
O 6.80191 2.26881 -0.84883
O 6.21903 1.35537 1.50785
B 3.29842 2.10391 -3.13806
O 2.78849 1.07258 -3.91756
C 3.70454 3.41695 -3.95606
C 3.13704 4.68595 -3.27177
H 0.41810 3.09769 0.67301
H 1.76302 3.46883 1.77020
H 0.38816 2.57146 2.38437
H 2.66078 1.32153 1.55448
H 1.07252 0.57089 1.42602
H 3.25993 4.26033 -0.05584
H 4.32068 3.33825 1.01338
H 4.93050 4.03760 -0.51637
H 4.42467 -0.14828 0.32463
H 5.01543 -0.37016 -1.35883
H 6.69459 3.07044 -0.33670
H 6.55237 2.24303 1.65175
H 3.06528 1.22117 -4.82762
H 4.79585 3.47286 -4.02099
H 3.31592 3.33759 -4.98103
H 3.92852 5.14731 -2.67898
H 2.32958 4.42729 -2.59450
H 2.78850 5.40897 -4.00407
C -1.65658 2.93757 -3.88781
S -0.37951 3.84042 -4.75858
O 0.16687 4.82332 -3.79182
C -1.47522 4.74142 -5.86845
H -1.15950 2.35459 -3.11431
H -2.36712 3.62612 -3.43243
H -2.16982 2.26851 -4.57922
H -2.18735 5.32278 -5.28239
H -1.99664 4.03488 -6.51485
H -0.85910 5.40603 -6.47080
C 6.38087 2.23531 4.87839
S 5.16517 0.92429 4.69028
O 3.83129 1.55721 4.83574
C 5.52165 0.12598 6.26603
H 6.29178 2.88742 4.01293
H 6.17107 2.79847 5.78814
H 7.38020 1.80113 4.91180
H 5.37147 0.83574 7.08030
H 6.54763 -0.24314 6.26082
H 4.83223 -0.70876 6.37120
C -3.33250 1.69746 -0.18578
S -4.85019 2.02366 -1.08211
O -4.50178 2.92427 -2.21638
C -5.60000 3.04757 0.18939
H -2.69106 1.09677 -0.82726
H -2.83801 2.63991 0.05075
H -3.57589 1.13861 0.71709
H -4.95073 3.89751 0.40041
H -5.75304 2.44426 1.08412
H -6.55835 3.39720 -0.18889
C -2.65783 -1.77766 1.87326
S -4.39381 -2.18855 1.68497
O -5.05389 -1.02104 1.03405
C -4.79450 -2.12526 3.43226
H -2.21728 -1.72925 0.87972
H -2.56274 -0.81094 2.36802
H -2.16930 -2.55899 2.45510
H -4.55873 -1.13470 3.82210
H -4.22630 -2.89766 3.95146
H -5.85987 -2.32133 3.53453
C -5.07112 -7.82657 3.46016
S -3.99831 -6.74283 2.50491
O -3.56603 -5.64738 3.41971
C -5.28928 -6.07636 1.46277
H -4.46088 -8.32281 4.21199
H -5.84756 -7.23474 3.94506
H -5.51248 -8.56919 2.79563
H -6.05478 -5.61345 2.08949
H -5.72142 -6.87378 0.86171
H -4.84641 -5.33352 0.81032
C -3.76633 -6.14459 -3.66284
S -3.52099 -7.15842 -2.20159
O -3.82161 -6.29443 -1.02814
C -1.73261 -7.25137 -2.32653
H -4.82961 -5.92901 -3.74086
H -3.20724 -5.21542 -3.55633
H -3.43662 -6.69487 -4.54396
H -1.31663 -6.24439 -2.31386
H -1.46069 -7.77011 -3.24571
H -1.37088 -7.81155 -1.46716

Frontier orbital gap ... 0.220 Eh
Total energy ... -169417.4001 eV
Highest occupied orbital energy ... -4.45 eV
Total charge ... -1

Mulliken atomic charge list, values in e, 5 entries: number 1, C, carries -1.1726; number 2, C, carries 0.2016; number 3, O, carries -0.3797; number 4, Ga, carries -0.5104; number 5, C, carries -1.0836